#1
{"formula": "C5H8O3", "method": "ωB97M-V/def2-TZVPD", "homo_lumo_gap_ha": 0.328, "elements": ["C", "C", "C", "C", "C", "H", "H", "H", "H", "H", "H", "H", "H", "O", "O", "O"], "xyz": [[-0.05, 0.27, -1.04], [-0.56, -1.21, -0.67], [-0.45, -0.22, 1.44], [0.36, 1.22, 1.57], [0.47, 0.63, 0.27], [0.37, 0.71, -3.17], [-0.95, 0.96, -1.24], [-1.74, -1.09, -0.74], [-0.45, -2.39, -1.33], [-1.43, 0.06, 1.23], [1.46, 1.59, 1.92], [-0.61, 1.82, 1.98], [1.38, -0.96, 0.78], [0.72, 0.27, -2.13], [-0.26, -1.50, 0.83], [1.75, -0.16, 0.32]], "lowdin_charge": [-0.43, -0.04, -0.14, 0.00, -0.36, 0.27, 0.17, 0.12, 0.21, 0.09, 0.17, 0.16, 0.09, -0.07, -0.19, -0.04]}

#2
{"formula": "C5H8O3", "method": "ωB97M-V/def2-TZVPD", "homo_lumo_gap_ha": 0.359, "elements": ["C", "C", "C", "C", "C", "O", "O", "O", "H", "H", "H", "H", "H", "H", "H", "H"], "xyz": [[0.41, -0.23, -0.33], [1.01, -1.21, 0.63], [1.35, 0.54, -1.22], [-1.31, 1.04, 0.09], [-2.18, 0.13, 0.96], [-0.79, -0.49, -0.81], [-1.61, 1.98, -0.59], [-1.83, -0.31, 2.02], [-0.15, 0.94, 0.58], [-3.14, -0.10, 0.48], [1.31, -2.09, 0.06], [1.81, -0.17, -1.92], [1.90, -0.81, 1.12], [0.27, -1.52, 1.37], [0.81, 1.29, -1.79], [2.14, 1.01, -0.64]], "lowdin_charge": [-0.48, 0.00, -0.01, -0.36, -0.18, -0.06, 0.11, 0.09, 0.18, 0.15, 0.11, 0.10, 0.09, 0.08, 0.09, 0.09]}

#3
{"formula": "C5H8O3", "method": "ωB97M-V/def2-TZVPD", "homo_lumo_gap_ha": 0.354, "elements": ["C", "C", "C", "C", "O", "C", "O", "O", "H", "H", "H", "H", "H", "H", "H", "H"], "xyz": [[-1.49, -0.59, -1.12], [-0.38, 0.04, -0.31], [-0.52, 1.53, -0.17], [0.64, -0.70, 0.17], [0.76, -2.04, -0.19], [1.75, -0.15, 1.00], [2.91, -0.49, 0.81], [1.34, 0.57, 2.05], [-2.47, -0.26, -0.74], [-1.41, -0.28, -2.17], [-1.49, -1.68, -1.09], [0.37, 2.01, 0.24], [-0.69, 1.99, -1.15], [-1.37, 1.77, 0.48], [1.68, -2.29, 0.03], [0.37, 0.58, 2.14]], "lowdin_charge": [-0.04, -0.27, -0.06, -0.22, 0.05, -0.45, 0.12, 0.12, 0.08, 0.09, 0.08, 0.08, 0.09, 0.09, 0.12, 0.13]}

#4
{"formula": "C5H8O3", "method": "ωB97M-V/def2-TZVPD", "homo_lumo_gap_ha": 0.329, "elements": ["C", "C", "O", "C", "O", "C", "C", "O", "H", "H", "H", "H", "H", "H", "H", "H"], "xyz": [[-0.19, 0.71, -1.67], [-1.06, 0.11, -0.58], [-2.30, 0.11, -0.70], [-0.48, -1.12, 0.11], [-1.21, -2.24, 0.00], [0.47, -0.95, 1.06], [0.87, 0.44, 1.38], [2.01, 0.82, 0.68], [0.82, 0.86, -1.29], [-0.18, 0.03, -2.52], [-0.62, 1.66, -1.99], [-1.98, -2.00, -0.55], [0.61, -1.72, 1.81], [0.98, 0.59, 2.46], [-0.09, 1.05, 0.77], [2.35, 1.64, 1.04]], "lowdin_charge": [0.00, -0.39, 0.07, -0.29, 0.08, -0.03, -0.26, -0.06, 0.07, 0.11, 0.09, 0.12, 0.12, 0.13, 0.16, 0.10]}

The most stable of them is #3.

#1
{"formula": "H24NO10", "method": "ωB97M-V/def2-TZVPD", "homo_lumo_gap_ha": 0.378, "charge": 1, "elements": ["N", "H", "H", "H", "H", "O", "H", "H", "O", "H", "H", "O", "H", "H", "O", "H", "H", "O", "H", "H", "O", "H", "H", "O", "H", "H", "O", "H", "H", "O", "H", "H", "O", "H", "H"], "xyz": [[-0.24, 0.33, -0.30], [-0.88, 0.35, 0.45], [0.55, 0.50, 0.23], [-0.31, 1.21, -0.80], [-0.08, -0.51, -0.96], [0.66, 2.10, 2.61], [1.08, 1.85, 3.41], [1.44, 2.55, 2.37], [-1.52, -1.13, -2.84], [-1.95, -0.94, -3.81], [-0.69, -1.22, -3.17], [1.58, 0.51, -2.68], [1.72, 1.36, -2.22], [1.15, 0.82, -3.52], [-3.10, 1.62, -0.78], [-3.31, 2.26, -1.43], [-3.80, 1.05, -0.96], [1.37, -3.45, -1.40], [0.82, -3.03, -2.08], [1.92, -4.11, -1.77], [-1.13, -2.64, 1.77], [-1.84, -2.81, 2.22], [-0.50, -1.98, 2.11], [0.58, -0.87, 2.73], [0.12, -0.14, 3.00], [1.53, -0.97, 3.15], [2.13, 2.07, -0.55], [2.25, 3.05, -0.34], [3.07, 1.79, -0.75], [2.46, -1.48, 0.16], [2.08, -2.22, -0.07], [2.10, -1.36, 1.09], [-2.97, 1.41, 1.98], [-3.06, 2.46, 2.10], [-3.26, 1.59, 1.08]], "lowdin_charge": [0.33, 0.10, 0.04, 0.12, 0.17, -0.01, 0.04, 0.01, -0.06, 0.16, -0.07, -0.08, 0.00, 0.08, 0.00, 0.05, 0.04, -0.01, 0.05, 0.04, 0.01, -0.07, -0.02, -0.04, -0.01, 0.16, -0.09, 0.11, 0.11, -0.01, -0.10, 0.05, -0.13, 0.12, -0.04]}

#2
{"formula": "H24NO10", "method": "ωB97M-V/def2-TZVPD", "homo_lumo_gap_ha": 0.356, "charge": 1, "elements": ["N", "H", "H", "H", "H", "O", "H", "H", "O", "H", "H", "O", "H", "H", "O", "H", "H", "O", "H", "H", "O", "H", "H", "O", "H", "H", "O", "H", "H", "O", "H", "H", "O", "H", "H"], "xyz": [[-0.16, 0.09, 0.04], [-0.42, 0.81, 0.51], [-0.84, -0.44, 0.11], [0.62, -0.36, 0.62], [0.02, 0.40, -0.93], [3.35, -1.23, 2.58], [3.47, -0.48, 1.93], [2.37, -1.32, 2.64], [0.61, -1.82, 2.56], [0.51, -2.50, 1.92], [0.55, -2.43, 3.34], [3.13, 0.64, 0.35], [2.76, 1.17, 1.10], [3.63, 1.33, 0.00], [1.87, -2.07, -0.84], [1.71, -1.43, -1.63], [1.59, -2.97, -1.14], [-0.50, 3.42, -0.17], [0.24, 3.88, 0.13], [-1.12, 3.16, 0.46], [-3.32, -2.73, -0.64], [-3.09, -2.29, -1.48], [-2.58, -2.87, -0.02], [-1.12, 1.82, -2.99], [-0.25, 2.36, -3.00], [-1.66, 2.47, -3.51], [-3.46, 0.56, -0.46], [-3.79, 0.26, 0.41], [-3.78, 0.08, -1.05], [0.58, -0.58, -3.30], [-0.05, -0.05, -3.38], [1.44, -0.21, -3.39], [-0.43, 1.19, 2.95], [-0.71, 0.35, 3.22], [-1.18, 1.78, 3.07]], "lowdin_charge": [0.41, 0.01, 0.01, 0.16, 0.16, -0.09, 0.01, -0.02, -0.05, 0.04, 0.11, -0.03, 0.07, 0.02, -0.10, 0.05, 0.06, 0.01, 0.02, 0.01, -0.06, 0.04, 0.03, -0.11, 0.09, 0.08, 0.04, 0.08, -0.11, 0.07, -0.13, 0.06, -0.02, 0.00, 0.05]}

#3
{"formula": "H24NO10", "method": "ωB97M-V/def2-TZVPD", "homo_lumo_gap_ha": 0.375, "charge": 1, "elements": ["N", "H", "H", "H", "H", "O", "H", "H", "O", "H", "H", "O", "H", "H", "O", "H", "H", "O", "H", "H", "O", "H", "H", "O", "H", "H", "O", "H", "H", "O", "H", "H", "O", "H", "H"], "xyz": [[45.80, 12.78, 11.73], [46.57, 13.10, 12.32], [45.82, 11.77, 11.96], [46.14, 12.71, 10.86], [44.95, 13.41, 11.94], [48.56, 12.23, 13.50], [48.20, 11.74, 14.21], [48.74, 11.42, 12.85], [45.93, 14.06, 14.82], [46.32, 13.75, 15.60], [46.50, 14.83, 14.61], [44.89, 10.19, 9.77], [44.31, 10.30, 8.89], [44.48, 9.72, 10.46], [47.61, 13.06, 8.08], [47.70, 13.88, 7.69], [48.04, 13.07, 9.00], [48.33, 13.28, 10.48], [48.47, 14.10, 10.65], [48.92, 12.75, 11.05], [45.24, 15.53, 9.91], [45.65, 16.39, 10.10], [45.04, 15.60, 8.99], [42.19, 12.26, 11.71], [41.19, 12.25, 12.02], [42.45, 12.08, 10.78], [42.77, 14.83, 11.21], [42.72, 13.81, 11.32], [43.62, 14.89, 10.76], [47.66, 10.69, 9.92], [46.92, 10.31, 9.43], [48.61, 10.50, 9.50], [45.33, 9.38, 13.32], [45.01, 8.88, 12.55], [46.04, 8.92, 13.83]], "lowdin_charge": [0.34, 0.10, 0.12, 0.03, 0.17, -0.08, 0.01, 0.12, -0.03, 0.01, 0.06, -0.07, 0.15, -0.01, -0.09, -0.02, -0.01, 0.03, -0.02, 0.10, -0.04, 0.08, 0.04, -0.11, 0.15, 0.06, -0.10, -0.01, -0.05, -0.12, 0.00, 0.14, -0.08, 0.03, 0.08]}

The most stable of them is #3.

#1
{"formula": "C36H29IN8PPt", "method": "ωB97M-V/def2-TZVPD", "homo_lumo_gap_ha": [0.181, 0.137], "charge": 3, "elements": ["Pt", "C", "C", "N", "C", "C", "N", "C", "C", "C", "C", "C", "N", "C", "C", "N", "C", "C", "N", "C", "C", "C", "N", "C", "C", "H", "H", "H", "H", "H", "H", "H", "H", "H", "H", "H", "H", "N", "P", "C", "C", "C", "C", "C", "C", "C", "C", "C", "C", "C", "C", "C", "C", "C", "C", "C", "N", "H", "H", "H", "H", "H", "H", "H", "H", "H", "H", "H", "H", "H", "H", "H", "I", "C", "H", "H"], "xyz": [[0.98, -0.37, -1.54], [4.13, -1.48, 1.90], [3.52, -1.42, 0.64], [2.58, -0.55, 0.39], [2.18, 0.34, 1.32], [2.82, 0.26, 2.58], [3.72, -0.63, 2.82], [1.20, 1.33, 0.95], [0.82, 2.34, 1.82], [-0.03, 3.38, 1.43], [-0.45, 3.34, 0.09], [-0.10, 2.30, -0.76], [0.71, 1.28, -0.33], [-0.63, 2.25, -2.11], [-1.35, 3.30, -2.73], [-1.84, 3.18, -3.92], [-1.68, 2.07, -4.62], [-0.94, 1.03, -4.06], [-0.45, 1.12, -2.84], [-0.49, 4.41, 2.36], [-1.52, 5.29, 2.01], [-1.97, 6.23, 2.94], [-1.43, 6.27, 4.12], [-0.46, 5.49, 4.52], [0.05, 4.53, 3.65], [4.91, -2.18, 2.15], [3.83, -2.10, -0.15], [2.57, 0.93, 3.40], [1.20, 2.32, 2.83], [-1.06, 4.14, -0.30], [-1.50, 4.25, -2.24], [-2.11, 2.02, -5.61], [-0.77, 0.12, -4.61], [-2.02, 5.27, 1.06], [-2.75, 6.93, 2.71], [-0.08, 5.62, 5.52], [0.86, 3.92, 4.01], [-0.09, -3.21, -1.14], [-0.20, -1.88, -0.11], [-1.98, -1.57, 0.13], [-2.57, -0.42, -0.37], [-3.92, -0.20, -0.20], [-4.70, -1.13, 0.46], [-4.11, -2.28, 0.97], [-2.76, -2.51, 0.82], [0.40, -2.56, 1.45], [1.24, -3.68, 1.46], [1.63, -4.23, 2.67], [1.22, -3.65, 3.87], [0.43, -2.50, 3.85], [0.03, -1.95, 2.65], [0.26, -3.10, -2.46], [-0.02, -4.15, -3.35], [0.31, -4.01, -4.68], [0.91, -2.83, -5.11], [1.19, -1.86, -4.17], [0.89, -1.98, -2.87], [-0.50, -4.10, -0.86], [-1.95, 0.30, -0.89], [-4.37, 0.70, -0.59], [-5.75, -0.97, 0.59], [-4.71, -3.01, 1.50], [-2.30, -3.41, 1.23], [1.57, -4.13, 0.54], [2.24, -5.12, 2.68], [1.52, -4.09, 4.81], [0.12, -2.05, 4.78], [-0.60, -1.07, 2.63], [-0.50, -5.04, -2.99], [0.10, -4.81, -5.38], [1.15, -2.67, -6.14], [1.69, -0.95, -4.48], [3.62, 2.14, -1.63], [2.56, 0.60, -2.65], [3.28, -0.20, -2.85], [2.18, 1.04, -3.57]], "lowdin_charge": [1.20, -0.03, -0.08, 0.03, -0.22, -0.03, 0.14, -0.22, 0.09, -0.07, 0.09, -0.20, -0.07, -0.17, -0.01, 0.14, -0.02, -0.06, 0.06, -0.15, 0.02, -0.09, 0.10, -0.09, 0.02, 0.14, 0.13, 0.13, 0.11, 0.11, 0.13, 0.14, 0.12, 0.11, 0.13, 0.13, 0.11, -0.09, 0.96, -0.34, -0.10, -0.05, -0.02, -0.03, -0.07, -0.37, -0.09, -0.04, -0.02, -0.04, -0.09, -0.34, 0.03, 0.01, -0.01, -0.13, -0.08, 0.14, 0.06, 0.12, 0.13, 0.13, 0.12, 0.11, 0.12, 0.13, 0.12, 0.12, 0.13, 0.14, 0.13, 0.10, 1.04, -0.72, -0.01, -0.02]}

#2
{"formula": "C36H29IN8PPt", "method": "ωB97M-V/def2-TZVPD", "homo_lumo_gap_ha": [0.218, 0.218], "charge": 3, "elements": ["Pt", "C", "C", "N", "C", "C", "N", "C", "C", "C", "C", "C", "N", "C", "C", "N", "C", "C", "N", "C", "C", "C", "N", "C", "C", "H", "H", "H", "H", "H", "H", "H", "H", "H", "H", "H", "H", "N", "P", "C", "C", "C", "C", "C", "C", "C", "C", "C", "C", "C", "C", "C", "C", "C", "C", "C", "N", "H", "H", "H", "H", "H", "H", "H", "H", "H", "H", "H", "H", "H", "H", "H", "I", "C", "H", "H"], "xyz": [[-0.21, -0.23, -0.03], [2.87, -1.57, 2.99], [2.19, -1.42, 1.78], [1.26, -0.49, 1.65], [0.99, 0.34, 2.67], [1.68, 0.16, 3.87], [2.59, -0.79, 4.02], [0.01, 1.39, 2.42], [-0.35, 2.37, 3.31], [-1.22, 3.41, 2.94], [-1.66, 3.37, 1.61], [-1.31, 2.34, 0.77], [-0.50, 1.36, 1.18], [-1.79, 2.18, -0.60], [-2.52, 3.13, -1.30], [-2.98, 2.91, -2.52], [-2.71, 1.75, -3.10], [-1.95, 0.79, -2.44], [-1.51, 1.01, -1.21], [-1.66, 4.44, 3.89], [-2.71, 5.31, 3.57], [-3.13, 6.24, 4.51], [-2.57, 6.33, 5.71], [-1.57, 5.52, 6.03], [-1.08, 4.56, 5.15], [3.64, -2.33, 3.12], [2.41, -2.05, 0.92], [1.49, 0.79, 4.73], [0.05, 2.34, 4.31], [-2.29, 4.17, 1.23], [-2.74, 4.10, -0.87], [-3.10, 1.58, -4.10], [-1.70, -0.16, -2.91], [-3.23, 5.27, 2.62], [-3.93, 6.93, 4.28], [-1.14, 5.63, 7.02], [-0.25, 3.95, 5.47], [-1.28, -3.09, 0.34], [-1.45, -1.76, 1.40], [-3.20, -1.48, 1.63], [-3.81, -0.33, 1.12], [-5.17, -0.13, 1.29], [-5.93, -1.08, 1.96], [-5.33, -2.23, 2.46], [-3.97, -2.43, 2.31], [-0.86, -2.42, 2.95], [0.00, -3.52, 3.00], [0.38, -4.05, 4.23], [-0.06, -3.45, 5.40], [-0.87, -2.33, 5.36], [-1.27, -1.81, 4.14], [-0.88, -2.97, -0.96], [-1.10, -4.00, -1.88], [-0.73, -3.84, -3.19], [-0.14, -2.64, -3.59], [0.09, -1.68, -2.65], [-0.26, -1.82, -1.34], [-1.67, -3.98, 0.60], [-3.21, 0.41, 0.60], [-5.64, 0.76, 0.90], [-6.99, -0.94, 2.08], [-5.92, -2.97, 2.99], [-3.50, -3.32, 2.72], [0.36, -3.99, 2.09], [1.02, -4.92, 4.27], [0.23, -3.87, 6.36], [-1.21, -1.87, 6.28], [-1.93, -0.94, 4.11], [-1.59, -4.91, -1.54], [-0.90, -4.64, -3.90], [0.15, -2.47, -4.62], [0.58, -0.76, -2.92], [2.38, 2.30, -0.15], [1.34, 0.77, -1.13], [2.06, -0.03, -1.33], [0.94, 1.20, -2.04]], "lowdin_charge": [1.32, -0.04, -0.06, -0.03, -0.22, -0.01, 0.16, -0.23, 0.10, -0.06, 0.10, -0.21, -0.08, -0.18, 0.01, 0.16, -0.02, -0.04, -0.01, -0.17, 0.01, -0.09, 0.11, -0.09, 0.01, 0.14, 0.14, 0.14, 0.12, 0.12, 0.14, 0.14, 0.11, 0.11, 0.13, 0.13, 0.11, -0.08, 0.96, -0.36, -0.09, -0.05, -0.02, -0.03, -0.07, -0.37, -0.09, -0.04, -0.02, -0.04, -0.09, -0.34, 0.03, 0.02, -0.01, -0.14, -0.09, 0.14, 0.06, 0.12, 0.13, 0.13, 0.12, 0.11, 0.13, 0.13, 0.12, 0.12, 0.14, 0.14, 0.14, 0.10, 0.97, -0.79, -0.02, -0.03]}

#3
{"formula": "C36H29IN8PPt", "method": "ωB97M-V/def2-TZVPD", "homo_lumo_gap_ha": 0.213, "charge": 3, "elements": ["Pt", "C", "C", "N", "C", "C", "N", "C", "C", "C", "C", "C", "N", "C", "C", "N", "C", "C", "N", "C", "C", "C", "N", "C", "C", "H", "H", "H", "H", "H", "H", "H", "H", "H", "H", "H", "H", "N", "P", "C", "C", "C", "C", "C", "C", "C", "C", "C", "C", "C", "C", "C", "C", "C", "C", "C", "N", "H", "H", "H", "H", "H", "H", "H", "H", "H", "H", "H", "H", "H", "H", "H", "I", "C", "H", "H"], "xyz": [[0.31, 1.04, -0.96], [1.60, -2.57, -3.34], [1.60, -1.32, -2.75], [0.57, -0.93, -2.01], [-0.48, -1.74, -1.85], [-0.45, -3.00, -2.43], [0.58, -3.41, -3.17], [-1.60, -1.20, -1.08], [-2.84, -1.80, -0.99], [-3.87, -1.20, -0.27], [-3.58, 0.06, 0.27], [-2.33, 0.62, 0.12], [-1.35, -0.03, -0.50], [-1.97, 1.96, 0.60], [-2.86, 2.87, 1.14], [-2.47, 4.09, 1.53], [-1.19, 4.41, 1.39], [-0.28, 3.52, 0.83], [-0.69, 2.31, 0.45], [-5.19, -1.84, -0.10], [-5.43, -3.13, -0.55], [-6.68, -3.70, -0.36], [-7.68, -3.06, 0.26], [-7.45, -1.82, 0.70], [-6.23, -1.17, 0.54], [2.43, -2.91, -3.95], [2.43, -0.63, -2.87], [-1.26, -3.70, -2.30], [-3.00, -2.74, -1.50], [-4.33, 0.61, 0.81], [-3.91, 2.65, 1.25], [-0.88, 5.40, 1.72], [0.76, 3.77, 0.70], [-4.66, -3.72, -1.05], [-6.88, -4.71, -0.70], [-8.28, -1.33, 1.19], [-6.14, -0.17, 0.93], [3.30, 0.95, -0.18], [2.07, -0.04, 0.43], [1.89, 0.32, 2.18], [3.03, 0.35, 2.99], [2.90, 0.62, 4.34], [1.64, 0.84, 4.90], [0.50, 0.78, 4.10], [0.63, 0.52, 2.74], [2.82, -1.66, 0.35], [2.41, -2.62, 1.28], [3.06, -3.84, 1.33], [4.10, -4.11, 0.45], [4.49, -3.17, -0.49], [3.84, -1.95, -0.56], [3.07, 2.15, -0.81], [4.09, 3.08, -0.98], [3.81, 4.28, -1.60], [2.51, 4.53, -2.05], [1.56, 3.58, -1.88], [1.83, 2.38, -1.28], [4.26, 0.75, 0.06], [4.01, 0.16, 2.58], [3.78, 0.65, 4.97], [1.55, 1.04, 5.96], [-0.47, 0.93, 4.54], [-0.26, 0.45, 2.12], [1.61, -2.40, 1.98], [2.76, -4.58, 2.06], [4.60, -5.07, 0.49], [5.30, -3.39, -1.17], [4.15, -1.23, -1.31], [5.08, 2.86, -0.61], [4.59, 5.02, -1.73], [2.25, 5.46, -2.54], [0.55, 3.73, -2.22], [-2.09, 3.02, -2.70], [-0.63, 1.55, -2.81], [0.18, 1.91, -3.45], [-1.09, 0.65, -3.20]], "lowdin_charge": [1.33, -0.04, -0.07, -0.02, -0.17, 0.01, 0.16, -0.18, 0.10, -0.06, 0.10, -0.21, -0.03, -0.25, -0.02, 0.16, -0.03, -0.05, -0.03, -0.17, 0.01, -0.08, 0.11, -0.08, 0.01, 0.14, 0.13, 0.14, 0.12, 0.12, 0.14, 0.14, 0.13, 0.11, 0.13, 0.13, 0.11, -0.08, 0.97, -0.37, -0.07, -0.03, -0.03, -0.05, -0.11, -0.36, -0.07, -0.03, -0.02, -0.04, -0.11, -0.34, 0.03, 0.02, -0.01, -0.14, -0.10, 0.13, 0.12, 0.13, 0.13, 0.12, 0.07, 0.12, 0.13, 0.13, 0.12, 0.10, 0.14, 0.14, 0.14, 0.03, 1.00, -0.78, -0.01, -0.02]}

The most stable of them is #2.